10
Properties=species:S:1:pos:R:3:lowdin_charge:R:1 method="wB97M-V/def2-TZVPD" energy_ha=-1245.67378 de_lowest_kj_mol=284.4 e_lumo_ev="-1.28 / -2.23" homo_ev="-9.9 / -8.0" orbital_gap_ha="0.31855 / 0.21138"
C -1.1756 0.0714 -0.0146 -0.4329
C -0.9567 1.4815 0.0312 -0.0043
C 0.2629 -0.3868 -0.0296 -0.4566
N 0.2600 1.8543 -0.0175 0.0380
N 1.0325 0.6953 -0.0978 -0.1626
O -3.7208 -0.2672 -0.1854 -0.5487
O 1.0441 -1.4642 -0.1546 -0.1576
O 3.2980 -0.5313 0.7255 -0.3463
S -2.4976 -0.9845 0.1543 0.9073
S 2.4532 -0.4685 -0.4116 1.1636